{"formula": "C60H59CdClN8O3PS2", "method": "ωB97M-V/def2-TZVPD", "charge": 1, "e_lumo_ev": -1.604, "spin_multiplicity": 1, "e_homo_ev": -10.07, "homo_lumo_gap_ev": 8.5, "total_energy_ha": -4751.15949, "relative_energy_kj_mol": 0.0, "species": ["Cd", "O", "C", "N", "C", "C", "C", "C", "C", "C", "N", "C", "C", "C", "C", "C", "N", "H", "H", "H", "H", "H", "H", "H", "H", "H", "H", "Cl", "C", "C", "C", "C", "C", "C", "P", "C", "C", "C", "C", "C", "C", "C", "C", "C", "C", "C", "C", "H", "H", "H", "H", "H", "H", "H", "H", "H", "H", "H", "H", "H", "H", "O", "S", "C", "C", "C", "C", "C", "C", "C", "C", "C", "C", "C", "C", "H", "H", "H", "H", "H", "H", "H", "H", "H", "H", "C", "N", "C", "C", "S", "N", "C", "C", "H", "H", "H", "H", "H", "H", "H", "H", "H", "H", "H", "H", "C", "C", "C", "C", "C", "N", "C", "O", "N", "C", "C", "C", "C", "N", "C", "C", "C", "H", "H", "H", "H", "H", "H", "H", "H", "H", "H", "H", "H", "H"], "positions_angstrom": [[0.3187, -0.4402, 0.4825], [0.7620, -2.7481, 4.0428], [0.5874, -1.9321, 3.1345], [0.5144, -2.1576, 1.8186], [0.8724, -3.4799, 1.3724], [2.0806, -3.3964, 0.4695], [2.9261, -4.4918, 0.3013], [4.0428, -4.3626, -0.5025], [4.2898, -3.1420, -1.1229], [3.3844, -2.1174, -0.9216], [2.2994, -2.2361, -0.1515], [0.4758, -0.4667, 3.5619], [0.2526, -0.1728, 4.9010], [0.2037, 1.1530, 5.2939], [0.4023, 2.1517, 4.3474], [0.6343, 1.7767, 3.0382], [0.6621, 0.4969, 2.6564], [0.0549, -3.9531, 0.8179], [1.0954, -4.1266, 2.2192], [2.7134, -5.4180, 0.8211], [4.7240, -5.1943, -0.6312], [5.1630, -2.9866, -1.7460], [3.5271, -1.1536, -1.4066], [0.1376, -0.9955, 5.5927], [0.0259, 1.4118, 6.3307], [0.3872, 3.1996, 4.6168], [0.8095, 2.5176, 2.2622], [-1.3700, 1.7289, -1.5315], [-2.2560, 0.6966, -2.6233], [-3.3394, 1.2687, -3.2775], [-4.0606, 0.5091, -4.1804], [-3.6986, -0.8111, -4.4265], [-2.6226, -1.3633, -3.7577], [-1.8779, -0.6234, -2.8342], [-0.4724, -1.4235, -1.9670], [-1.2216, -3.0303, -1.5352], [-2.0126, -3.0259, -0.3843], [-2.6669, -4.1743, 0.0299], [-2.5213, -5.3518, -0.6933], [-1.7381, -5.3659, -1.8380], [-1.0971, -4.2086, -2.2648], [0.7063, -1.6909, -3.3252], [0.8228, -0.7119, -4.3158], [1.7777, -0.8318, -5.3146], [2.6212, -1.9358, -5.3431], [2.5181, -2.9059, -4.3568], [1.5757, -2.7791, -3.3445], [-3.6002, 2.2997, -3.0747], [-4.9048, 0.9497, -4.6954], [-4.2578, -1.4073, -5.1359], [-2.3521, -2.3960, -3.9441], [-2.0975, -2.1262, 0.2125], [-3.2676, -4.1568, 0.9312], [-3.0136, -6.2573, -0.3620], [-1.6268, -6.2788, -2.4099], [-0.5149, -4.2352, -3.1770], [0.1591, 0.1461, -4.3184], [1.8558, -0.0671, -6.0775], [3.3546, -2.0387, -6.1340], [3.1758, -3.7665, -4.3662], [1.5334, -3.5276, -2.5642], [-1.8320, 0.1546, 1.2690], [-3.2966, 0.2963, 0.9246], [-4.1518, -0.3326, 2.3521], [-5.3849, -0.9384, 2.1716], [-6.0548, -1.4398, 3.2816], [-5.4756, -1.3423, 4.5378], [-4.2271, -0.7462, 4.6970], [-3.5550, -0.2330, 3.6012], [-3.6568, 2.0376, 1.0667], [-2.6943, 2.8912, 1.5739], [-2.9871, 4.2449, 1.6715], [-4.2271, 4.7206, 1.2674], [-5.1787, 3.8503, 0.7472], [-4.8937, 2.4977, 0.6361], [-5.8139, -1.0281, 1.1791], [-7.0195, -1.9161, 3.1613], [-5.9934, -1.7430, 5.4000], [-3.7766, -0.6874, 5.6800], [-2.5742, 0.2195, 3.7002], [-1.7311, 2.4989, 1.8698], [-2.2383, 4.9259, 2.0570], [-4.4543, 5.7762, 1.3514], [-6.1411, 4.2268, 0.4235], [-5.6261, 1.8117, 0.2215], [3.2378, 6.0407, -0.5504], [2.0328, 6.5771, -1.1648], [2.3126, 7.5252, -2.2473], [0.8687, 5.8806, -1.1150], [0.7960, 4.2804, -0.5757], [-0.2452, 6.5442, -1.5264], [-1.4813, 5.8325, -1.8091], [-0.4351, 7.9696, -1.2736], [3.9384, 6.8642, -0.4086], [3.7029, 5.2845, -1.1888], [3.0046, 5.5908, 0.4084], [3.1233, 7.1244, -2.8601], [2.6081, 8.4976, -1.8502], [1.4431, 7.6492, -2.8818], [-1.2638, 4.8226, -2.1373], [-2.0164, 6.3697, -2.5944], [-2.1205, 5.7758, -0.9208], [0.4336, 8.3900, -0.7789], [-1.3005, 8.0967, -0.6177], [-0.6229, 8.5213, -2.1975], [7.1748, -2.2061, -3.8508], [6.6904, -0.7825, -3.7731], [7.5702, 0.2693, -3.5378], [7.1229, 1.5805, -3.4719], [5.7775, 1.8743, -3.6603], [5.3877, 3.2372, -3.6279], [4.1513, 3.7979, -3.4771], [3.9030, 4.9377, -3.8337], [3.1733, 2.9846, -2.9183], [3.3097, 2.1961, -1.7666], [4.4510, 2.0978, -0.9866], [4.3975, 1.3545, 0.1846], [3.2203, 0.7377, 0.5495], [2.1284, 0.8129, -0.2229], [2.1771, 1.5060, -1.3508], [4.8829, 0.8378, -3.9038], [5.3458, -0.4687, -3.9501], [8.2567, -2.2597, -3.7335], [6.9205, -2.6588, -4.8108], [6.7276, -2.8245, -3.0695], [8.6262, 0.0648, -3.4027], [7.8268, 2.3846, -3.2820], [6.0677, 3.9106, -3.9404], [2.2718, 3.4387, -2.9882], [5.3592, 2.6188, -1.2580], [5.2689, 1.2695, 0.8207], [3.1335, 0.1535, 1.4563], [1.2661, 1.5597, -1.9361], [3.8331, 1.0428, -4.0758], [4.6321, -1.2626, -4.1523]], "atomic_forces_ev_per_a": [[0.32, -0.41, -0.21], [0.00, -0.03, -0.11], [-0.07, -0.07, -0.12], [-0.29, 0.26, 0.63], [0.08, 0.17, -0.03], [0.02, -0.13, -0.10], [0.01, 0.03, -0.04], [0.03, 0.06, -0.02], [0.03, -0.02, 0.01], [0.01, 0.01, -0.03], [0.20, -0.09, -0.14], [0.03, 0.01, -0.12], [0.00, 0.03, 0.03], [-0.01, 0.01, 0.02], [0.02, 0.02, 0.02], [0.01, -0.09, -0.05], [-0.08, 0.00, -0.04], [0.00, 0.01, -0.01], [0.05, -0.05, 0.11], [0.00, 0.03, -0.01], [0.00, 0.00, 0.00], [-0.13, -0.01, 0.08], [0.00, -0.08, 0.01], [0.00, 0.02, -0.01], [0.00, -0.01, -0.03], [0.00, -0.04, 0.00], [-0.02, -0.03, 0.01], [0.01, 0.14, -0.13], [0.05, 0.05, 0.12], [-0.01, -0.02, -0.01], [-0.02, -0.02, -0.02], [-0.02, 0.03, -0.01], [-0.02, -0.02, 0.03], [0.01, -0.06, -0.10], [-0.31, 0.10, 0.27], [0.01, 0.00, 0.00], [0.00, -0.04, -0.02], [0.02, -0.04, -0.01], [0.00, 0.03, 0.01], [0.02, 0.02, -0.03], [-0.07, -0.05, -0.07], [0.04, 0.09, -0.01], [0.00, -0.04, 0.01], [0.01, -0.01, 0.01], [-0.15, -0.03, -0.07], [-0.07, -0.01, -0.01], [0.10, 0.01, -0.03], [0.01, -0.04, -0.01], [0.02, -0.02, 0.01], [0.02, 0.02, 0.02], [0.00, 0.02, 0.00], [0.03, 0.04, 0.03], [0.02, 0.01, -0.03], [0.00, 0.02, -0.01], [-0.01, 0.02, 0.02], [0.00, 0.01, 0.03], [0.00, -0.03, 0.01], [-0.01, -0.02, 0.01], [-0.03, 0.01, 0.03], [0.00, 0.02, 0.00], [-0.01, -0.02, 0.01], [-0.18, 0.07, -0.04], [0.24, -0.14, -0.22], [-0.03, 0.07, 0.05], [-0.03, -0.01, 0.00], [0.02, 0.01, -0.03], [0.04, 0.01, 0.01], [-0.02, -0.02, 0.03], [0.00, -0.01, 0.01], [-0.08, 0.03, 0.13], [-0.03, 0.06, -0.02], [0.02, -0.01, -0.01], [0.00, 0.00, 0.00], [0.00, -0.01, -0.02], [-0.01, 0.01, -0.01], [0.02, 0.01, 0.04], [0.03, 0.02, 0.00], [0.02, 0.01, -0.02], [-0.02, 0.00, -0.03], [-0.04, -0.02, -0.01], [0.02, -0.02, 0.00], [-0.03, -0.01, -0.01], [0.01, -0.03, 0.00], [0.03, -0.02, 0.02], [0.04, 0.03, 0.03], [-0.03, -0.01, -0.03], [-0.07, -0.11, -0.09], [0.06, -0.04, 0.01], [-0.03, 0.15, -0.05], [0.07, 0.05, 0.07], [-0.01, 0.02, 0.00], [0.02, 0.07, 0.11], [-0.01, -0.07, -0.04], [-0.02, -0.02, 0.00], [-0.01, 0.05, 0.02], [-0.03, -0.01, 0.06], [-0.03, 0.00, 0.05], [-0.01, 0.00, 0.02], [-0.03, -0.02, -0.03], [0.01, -0.04, -0.04], [0.01, 0.01, 0.02], [0.03, -0.03, -0.03], [0.02, 0.00, 0.02], [0.00, 0.00, -0.01], [0.02, -0.02, 0.01], [0.03, 0.02, 0.01], [0.07, 0.06, 0.03], [-0.01, -0.04, 0.00], [-0.01, 0.03, 0.00], [0.01, 0.04, -0.14], [0.11, 0.09, 0.01], [-0.01, -0.09, -0.11], [0.06, -0.25, 0.07], [-0.14, 0.24, 0.04], [0.00, 0.06, 0.02], [0.02, 0.10, 0.16], [0.08, 0.02, 0.01], [-0.12, 0.02, -0.11], [-0.04, 0.12, 0.13], [-0.03, -0.07, 0.04], [0.04, -0.19, -0.15], [-0.07, -0.04, 0.01], [-0.02, 0.00, 0.00], [-0.01, 0.01, 0.01], [0.04, 0.02, -0.05], [-0.03, 0.00, 0.00], [-0.04, -0.04, -0.01], [0.09, 0.02, -0.07], [-0.11, 0.06, 0.15], [-0.06, -0.04, 0.04], [-0.03, 0.01, -0.03], [-0.01, 0.01, 0.00], [0.05, -0.03, -0.01], [0.15, -0.07, -0.03], [0.15, 0.13, 0.09]]}

---

{"formula": "C60H59Cl5GaN2O5P3Te3", "method": "ωB97M-V/def2-TZVPD", "charge": -1, "e_lumo_ev": [1.868, 0.716], "spin_multiplicity": 2, "e_homo_ev": [-4.24, -4.91], "homo_lumo_gap_ev": [6.1, 5.6], "total_energy_ha": -8861.56555, "relative_energy_kj_mol": 0.0, "species": ["Ga", "Te", "C", "C", "C", "N", "C", "C", "C", "P", "C", "C", "C", "C", "C", "C", "C", "C", "C", "C", "C", "C", "P", "C", "C", "C", "C", "C", "C", "C", "C", "C", "C", "C", "C", "H", "H", "H", "H", "H", "H", "H", "H", "H", "H", "H", "H", "H", "H", "H", "H", "H", "H", "H", "H", "H", "H", "H", "H", "Cl", "C", "C", "Cl", "C", "Cl", "C", "O", "C", "Cl", "C", "Cl", "C", "C", "O", "P", "O", "Te", "O", "C", "C", "H", "H", "H", "H", "H", "H", "H", "H", "H", "H", "C", "C", "O", "N", "Te", "C", "C", "C", "C", "C", "C", "C", "C", "C", "C", "C", "C", "C", "C", "C", "C", "C", "C", "H", "H", "H", "H", "H", "H", "H", "H", "H", "H", "H", "H", "H", "H", "H", "H", "H", "H", "H", "H", "H", "H", "H", "H", "H"], "positions_angstrom": [[0.0886, -1.6802, -1.6234], [-2.7267, 3.2601, 0.3942], [-4.8192, 3.3178, 0.0408], [-5.3655, 2.8704, -1.1566], [-6.7440, 2.8774, -1.3079], [-7.5916, 3.3200, -0.3799], [-7.0566, 3.7865, 0.7449], [-5.6934, 3.8026, 1.0044], [-2.4268, 1.2213, 0.1777], [-2.0844, 0.3809, 1.6670], [-1.0660, 1.4298, 2.7622], [-1.1994, 1.3878, 4.1443], [-0.4380, 2.2316, 4.9432], [0.4503, 3.1276, 4.3674], [0.5849, 3.1801, 2.9860], [-0.1594, 2.3254, 2.1907], [-3.6823, 0.1589, 2.5111], [-4.3040, 1.1985, 3.1972], [-5.5909, 1.0425, 3.6922], [-6.2654, -0.1555, 3.5096], [-5.6527, -1.1931, 2.8197], [-4.3731, -1.0332, 2.3136], [-1.9798, 0.3086, -1.2769], [-2.3186, 1.3995, -2.7052], [-3.1303, 0.9716, -3.7541], [-3.3024, 1.7592, -4.8831], [-2.6604, 2.9846, -4.9869], [-1.8364, 3.4138, -3.9564], [-1.6605, 2.6212, -2.8339], [-3.3571, -0.9191, -1.4090], [-3.1647, -2.2223, -1.8460], [-4.2265, -3.1116, -1.9295], [-5.5058, -2.6991, -1.5855], [-5.7125, -1.3962, -1.1534], [-4.6436, -0.5183, -1.0557], [-4.7308, 2.5296, -1.9661], [-7.1910, 2.5143, -2.2278], [-7.7564, 4.1590, 1.4866], [-5.3252, 4.1780, 1.9511], [-1.8752, 0.6708, 4.5899], [-0.5434, 2.1899, 6.0202], [1.0425, 3.7860, 4.9912], [1.2725, 3.8856, 2.5356], [-0.0550, 2.3520, 1.1101], [-3.7802, 2.1351, 3.3463], [-6.0705, 1.8615, 4.2142], [-7.2666, -0.2797, 3.9029], [-6.1756, -2.1293, 2.6692], [-3.9060, -1.8361, 1.7565], [-3.6188, 0.0083, -3.6997], [-3.9365, 1.4067, -5.6870], [-2.7926, 3.5957, -5.8714], [-1.3196, 4.3631, -4.0303], [-0.9812, 2.9497, -2.0621], [-2.1856, -2.5676, -2.1451], [-4.0491, -4.1245, -2.2687], [-6.3347, -3.3939, -1.6427], [-6.7048, -1.0611, -0.8764], [-4.8006, 0.4829, -0.6760], [2.1214, -8.8204, -2.9977], [1.5895, -7.2884, -2.4065], [0.7982, -6.4603, -3.1937], [0.3307, -6.9772, -4.7722], [0.3851, -5.2196, -2.7267], [-0.6688, -4.2617, -3.6796], [0.7664, -4.7221, -1.4608], [0.4762, -3.5318, -0.9897], [1.4935, -5.6283, -0.6597], [1.8470, -5.1542, 0.9481], [1.9237, -6.8639, -1.1267], [2.8996, -7.8801, -0.1191], [1.9959, 1.9453, -2.5584], [1.6390, 1.7613, -4.0175], [0.4585, 0.9696, -4.1713], [0.3761, -0.6092, -4.4417], [-0.8216, -1.1498, -3.7166], [2.4167, -1.6521, -3.8557], [0.0148, -0.6999, -5.9996], [0.8436, -0.0503, -6.9681], [0.2334, 1.2725, -7.3880], [2.9245, 2.5139, -2.4744], [2.1416, 0.9756, -2.0827], [1.2097, 2.4800, -2.0261], [2.4729, 1.3038, -4.5555], [1.4091, 2.7206, -4.4867], [0.9159, -0.7350, -7.8134], [1.8546, 0.0809, -6.5687], [-0.7109, 1.1079, -7.9077], [0.9127, 1.8061, -8.0554], [0.0299, 1.8918, -6.5152], [-0.9171, -3.3244, 1.8629], [-1.2755, -1.9129, 2.2605], [-1.4148, -1.6191, 3.4530], [-1.4269, -1.0351, 1.2335], [2.1627, 0.0494, 2.1084], [3.4175, 1.7292, 2.4929], [3.5332, 2.7626, 1.5564], [2.8633, 2.7685, 0.2052], [4.3044, 3.8840, 1.8717], [4.9542, 4.0119, 3.0851], [5.7738, 5.2303, 3.4133], [4.8254, 2.9757, 4.0028], [4.0708, 1.8425, 3.7325], [4.0020, 0.7666, 4.7805], [3.7108, -1.3957, 1.9723], [4.5319, -1.4096, 0.8349], [4.4642, -0.3481, -0.2287], [5.4396, -2.4488, 0.6696], [5.5704, -3.4616, 1.6072], [6.4694, -4.6385, 1.3565], [4.7898, -3.3997, 2.7503], [3.8360, -2.4022, 2.9410], [2.9445, -2.5392, 4.1519], [0.1688, -3.4301, 1.8586], [-1.2672, -3.5535, 0.8577], [-1.3332, -4.0195, 2.5900], [2.1212, 1.9807, 0.1029], [3.6009, 2.6319, -0.5893], [2.3741, 3.7294, 0.0312], [4.3842, 4.6805, 1.1379], [5.7026, 5.9773, 2.6235], [6.8269, 4.9700, 3.5382], [5.4390, 5.6873, 4.3462], [5.3228, 3.0543, 4.9647], [4.3041, 1.1591, 5.7518], [4.6696, -0.0595, 4.5223], [2.9953, 0.3575, 4.8626], [3.4360, -0.1554, -0.5384], [5.0350, -0.6496, -1.1069], [4.8760, 0.5925, 0.1459], [6.0326, -2.4848, -0.2382], [7.0135, -4.5271, 0.4193], [5.8648, -5.5456, 1.2874], [7.1936, -4.7727, 2.1623], [4.8716, -4.1879, 3.4929], [2.5800, -3.5649, 4.2224], [2.0807, -1.8801, 4.1148], [3.4979, -2.3254, 5.0696]], "atomic_forces_ev_per_a": [[0.28, 0.27, 0.01], [-0.32, -0.01, -0.03], [-0.01, 0.05, -0.10], [-0.01, 0.08, -0.01], [0.00, 0.01, -0.02], [-0.01, 0.03, -0.02], [-0.01, 0.01, 0.02], [0.00, -0.02, -0.01], [0.93, 0.12, -0.05], [-0.11, 0.13, -0.30], [-0.16, 0.11, -0.04], [0.11, -0.11, 0.00], [0.00, -0.01, 0.00], [-0.02, 0.02, 0.01], [0.02, 0.03, 0.02], [-0.14, -0.03, 0.03], [0.05, 0.07, 0.03], [0.03, 0.03, 0.03], [-0.02, 0.00, -0.01], [0.01, 0.01, 0.00], [-0.03, 0.01, -0.01], [0.02, -0.03, 0.01], [-0.61, -0.18, 0.32], [0.12, -0.11, -0.04], [-0.03, 0.01, -0.03], [0.00, 0.00, 0.00], [-0.02, 0.00, 0.00], [0.00, 0.00, -0.01], [0.04, -0.05, -0.01], [0.02, 0.04, -0.09], [0.02, 0.03, 0.02], [-0.04, -0.03, 0.00], [0.03, -0.02, 0.00], [0.01, 0.03, 0.02], [-0.01, -0.03, 0.07], [-0.02, -0.06, 0.02], [0.01, -0.01, -0.01], [0.00, -0.01, 0.02], [-0.01, -0.03, 0.03], [-0.01, -0.01, 0.01], [0.01, -0.02, 0.00], [-0.01, 0.01, 0.00], [-0.01, -0.05, 0.02], [0.03, 0.02, 0.02], [0.00, 0.01, -0.01], [0.02, 0.00, 0.02], [-0.01, 0.00, -0.01], [0.00, 0.00, -0.01], [0.02, -0.01, 0.00], [0.00, 0.01, 0.00], [0.01, -0.01, -0.01], [-0.01, 0.01, 0.00], [0.00, 0.00, 0.00], [0.00, 0.03, 0.07], [0.04, -0.03, -0.05], [0.01, -0.01, 0.01], [-0.01, 0.01, -0.02], [0.00, 0.00, 0.02], [0.01, -0.05, 0.01], [0.01, 0.02, 0.00], [-0.01, -0.03, -0.06], [0.01, -0.02, -0.01], [-0.01, -0.01, 0.02], [-0.05, 0.11, 0.14], [-0.06, 0.26, -0.07], [0.06, 0.17, 0.04], [-0.38, -0.30, -0.54], [0.13, -0.03, -0.04], [0.33, 0.09, 0.19], [0.05, -0.01, 0.11], [-0.12, 0.09, -0.06], [-0.11, -0.04, -0.29], [0.07, 0.05, 0.01], [0.00, -0.02, 0.03], [-0.28, 0.13, -0.21], [0.27, -0.19, 0.18], [-0.05, -0.12, 0.19], [0.04, -0.09, 0.01], [0.03, 0.04, -0.02], [-0.03, -0.03, 0.02], [-0.11, -0.03, -0.12], [0.03, 0.00, -0.01], [-0.01, 0.01, -0.03], [-0.02, -0.04, 0.02], [0.00, -0.01, -0.02], [0.03, 0.00, 0.01], [-0.01, 0.00, 0.01], [-0.01, 0.00, 0.00], [0.00, 0.00, -0.02], [0.03, 0.02, 0.01], [-0.03, 0.12, 0.01], [0.06, -0.07, -0.02], [-0.03, 0.02, 0.04], [-0.14, -0.11, 0.19], [-0.05, -0.06, 0.01], [0.03, 0.03, -0.13], [0.05, 0.03, 0.00], [0.09, 0.00, 0.22], [-0.01, -0.03, -0.01], [-0.01, 0.00, 0.01], [0.01, -0.02, 0.00], [0.00, 0.01, 0.02], [0.04, -0.05, -0.01], [0.01, 0.01, 0.00], [-0.04, -0.01, 0.04], [0.01, -0.01, -0.03], [0.02, -0.01, 0.00], [-0.02, -0.01, -0.02], [0.00, 0.04, 0.03], [-0.01, -0.02, 0.01], [-0.05, -0.03, -0.05], [-0.07, -0.12, -0.10], [0.03, 0.04, 0.00], [-0.11, 0.05, 0.01], [0.03, -0.02, 0.05], [0.03, -0.01, 0.03], [0.06, 0.01, 0.03], [0.00, 0.02, 0.20], [-0.01, 0.02, -0.01], [0.00, 0.01, 0.00], [0.00, 0.01, 0.00], [0.01, 0.00, 0.00], [0.00, 0.01, 0.00], [0.00, 0.00, 0.01], [0.03, 0.00, 0.00], [-0.04, -0.03, 0.00], [-0.01, 0.01, 0.02], [0.01, -0.04, 0.00], [0.00, 0.02, 0.00], [-0.02, 0.02, 0.00], [0.02, 0.01, 0.01], [0.02, 0.01, 0.01], [0.08, -0.04, 0.01], [-0.02, -0.02, 0.00], [-0.01, -0.02, -0.01], [-0.01, -0.01, 0.01], [0.00, 0.00, 0.03], [0.00, 0.01, 0.00]]}